Below is a 10-piece molecular cluster, C21H64N2O10 overall in a non-equilibrium geometry, with properties calculated with wB97M-V/def2-TZVPD.

Geometry as XYZ:
```
97
Properties=species:S:1:pos:R:3:forces:R:3
O -19.621 14.707 -5.569 -0.15 -0.77 -0.34
O -17.178 12.407 -2.590 0.10 -0.53 0.22
O -19.933 9.004 -6.908 1.18 1.52 -0.14
O -22.446 14.645 -4.556 -0.52 -0.50 0.32
O -22.876 16.133 -1.047 -0.09 -0.25 0.87
O -18.087 15.546 -7.997 -2.75 1.51 -0.22
O -14.577 18.632 -5.219 -0.39 -0.70 -1.20
O -18.609 20.687 -1.661 -1.25 1.87 0.83
O -21.621 20.437 -6.542 -0.38 1.76 0.14
O -14.995 14.005 -2.026 1.26 0.72 -0.10
N -17.571 9.970 -4.260 -2.35 -2.73 -0.52
N -14.088 21.383 -5.518 0.38 0.68 1.83
C -17.900 13.345 -0.528 -0.39 -0.83 0.60
C -22.041 16.980 -1.819 -0.71 -0.81 -1.07
C -18.893 11.483 -5.409 -1.43 -0.50 -0.83
C -22.197 19.170 -6.432 -0.04 0.13 -1.21
C -18.904 10.009 -4.937 3.00 2.97 1.33
C -15.909 18.126 -5.493 0.61 -0.04 -0.68
C -21.017 8.280 -6.483 -1.48 -1.45 0.21
C -13.867 19.159 -6.402 -1.85 0.30 0.27
C -22.557 13.728 -3.447 -0.26 1.39 -0.48
C -18.808 9.040 -6.141 1.13 -2.24 -1.41
C -14.398 20.601 -6.657 1.93 0.61 -1.74
C -13.811 16.238 -2.234 -0.62 -1.81 -1.32
C -18.609 18.537 -2.277 0.13 -0.46 0.80
C -18.859 15.290 -4.537 0.00 0.85 -0.31
C -17.542 11.999 -1.245 -1.24 1.91 -0.35
C -16.804 15.152 -7.896 2.15 -2.18 0.27
C -17.681 19.680 -1.867 -0.45 -0.22 -1.09
C -16.651 13.836 -8.714 0.20 1.03 1.12
C -21.302 18.375 -5.561 -1.12 -1.35 0.76
C -14.658 15.096 -2.932 -1.39 -0.06 1.38
C -13.653 21.300 -7.867 -0.08 -1.19 -0.76
H -15.470 20.682 -6.840 -0.22 -0.89 -0.42
H -17.924 9.202 -6.758 -0.29 1.08 -0.31
H -15.652 15.388 -3.274 -0.12 1.09 0.02
H -16.228 17.368 -4.777 0.31 0.52 0.70
H -19.160 18.256 -1.380 0.17 -0.21 0.23
H -12.803 15.822 -2.218 0.21 0.52 0.04
H -17.467 11.681 -3.148 0.25 -0.09 -0.42
H -17.112 19.507 -0.953 0.26 -0.38 -0.12
H -13.902 17.104 -2.889 0.39 0.10 0.10
H -21.617 14.574 -5.035 0.45 -0.25 0.10
H -18.212 21.555 -1.762 0.05 -0.01 0.14
H -12.797 19.048 -6.228 -0.08 0.67 0.50
H -21.819 16.350 -2.680 0.54 0.30 -0.33
H -14.213 20.831 -4.681 -0.02 -0.07 0.22
H -16.670 18.894 -5.626 0.08 0.31 0.48
H -20.342 18.224 -6.053 0.02 -0.06 0.35
H -18.061 11.627 -6.099 -0.18 -0.03 -0.27
H -22.695 12.682 -3.719 0.26 -0.09 -0.26
H -15.978 17.552 -6.418 0.59 0.05 -0.49
H -21.664 8.796 -5.774 -0.08 0.59 -0.12
H -21.823 17.447 -5.325 0.38 -0.69 -0.47
H -13.749 20.778 -8.819 -0.78 -0.44 -0.13
H -18.553 8.039 -5.793 -0.58 -0.31 0.76
H -17.898 15.639 -4.916 0.39 -0.41 0.07
H -17.073 13.977 -9.709 0.77 -0.05 -0.28
H -18.720 13.230 0.181 0.37 -0.68 0.67
H -17.482 9.086 -3.779 0.12 -0.11 1.16
H -18.781 12.255 -4.648 -0.25 -0.46 0.32
H -12.564 21.281 -7.831 0.07 0.27 1.01
H -14.249 14.706 -3.864 0.94 0.02 0.16
H -23.249 19.294 -6.176 -0.05 -0.49 0.93
H -18.134 17.634 -2.660 0.08 0.12 -0.17
H -18.449 14.045 -1.157 0.76 -0.01 -0.83
H -17.056 13.819 -0.026 -0.07 0.00 -0.27
H -18.737 14.560 -3.737 0.02 0.34 0.20
H -19.345 16.226 -4.259 -0.19 -0.16 0.77
H -18.466 11.431 -1.359 -0.08 -0.23 0.27
H -17.299 13.087 -8.258 0.03 -0.03 0.24
H -15.612 13.534 -8.583 0.00 -0.34 -0.86
H -15.760 13.554 -2.390 -0.08 -0.19 -0.15
H -22.256 18.866 -7.477 0.14 -1.26 -0.04
H -16.582 14.915 -6.856 0.09 0.08 0.20
H -23.468 14.062 -2.950 0.11 -0.20 0.19
H -21.247 18.772 -4.547 0.50 0.70 -0.24
H -16.169 15.993 -8.174 0.61 -0.36 -0.27
H -21.733 13.885 -2.750 0.10 -0.30 0.09
H -14.024 18.558 -7.297 -0.52 -0.32 0.02
H -21.108 17.262 -1.330 -0.34 0.16 0.28
H -14.703 22.177 -5.416 0.05 0.17 -0.13
H -23.740 16.523 -0.892 0.20 0.19 0.00
H -20.772 7.344 -5.980 0.51 -0.13 -0.07
H -19.417 18.914 -2.903 0.48 0.02 -0.54
H -22.416 20.912 -6.792 0.58 1.19 -0.19
H -16.784 11.354 -0.801 0.14 0.43 0.20
H -16.783 9.920 -4.890 0.27 1.03 -0.49
H -17.059 20.056 -2.679 0.64 -0.74 -0.10
H -19.858 11.606 -5.900 0.18 0.61 -0.37
H -13.974 22.311 -8.116 -0.14 0.06 0.62
H -21.572 8.044 -7.391 -0.24 0.12 0.18
H -14.081 16.503 -1.212 -0.44 -0.29 -0.19
H -22.621 17.812 -2.219 0.37 0.38 0.23
H -19.763 9.696 -4.343 0.38 0.12 0.46
H -18.057 16.040 -8.820 -1.11 0.27 -0.06
H -19.250 15.008 -6.402 -0.13 0.13 -0.47
```
Forces are in eV/Å.

Properties
LUMO (spin up / spin down) (eV): -2.9 / -9.1
Charge: +1
Frontier orbital gap (spin up / spin down) (hartree): 0.2765 / 0.0479
Multiplicity: 2
<S²>: 0.757
Total energy (Ha): -1699.81496

Mulliken charges, unit e, in atom order: number 1, O, carries -0.27; number 2, O, carries -0.50; number 3, O, carries -0.23; number 4, O, carries -0.55; number 5, O, carries -0.56; number 6, O, carries -0.54; number 7, O, carries -0.27; number 8, O, carries -0.54; number 9, O, carries -0.51; number 10, O, carries -0.52; number 11, N, carries -0.51; number 12, N, carries -0.72; number 13, C, carries -1.02; number 14, C, carries 0.00; number 15, C, carries -1.00; number 16, C, carries -0.65; number 17, C, carries 0.55; number 18, C, carries -0.13; number 19, C, carries -0.69; number 20, C, carries -0.69; number 21, C, carries -0.56; number 22, C, carries -0.77; number 23, C, carries 0.72; number 24, C, carries -0.99; number 25, C, carries -0.71; number 26, C, carries 0.31; number 27, C, carries -0.24; number 28, C, carries -0.06; number 29, C, carries -0.19; number 30, C, carries -1.01; number 31, C, carries -0.40; number 32, C, carries 0.64; number 33, C, carries -1.46; number 34, H, carries 0.14; number 35, H, carries 0.43; number 36, H, carries -0.38; number 37, H, carries -0.10; number 38, H, carries 0.32; number 39, H, carries 0.34; number 40, H, carries 0.19; number 41, H, carries 0.27; number 42, H, carries 0.20; number 43, H, carries 0.29; number 44, H, carries 0.30; number 45, H, carries 0.39; number 46, H, carries 0.00; number 47, H, carries 0.26; number 48, H, carries 0.32; number 49, H, carries 0.18; number 50, H, carries 0.30; number 51, H, carries 0.25; number 52, H, carries -0.02; number 53, H, carries 0.31; number 54, H, carries 0.24; number 55, H, carries 0.38; number 56, H, carries 0.49; number 57, H, carries -0.18; number 58, H, carries 0.35; number 59, H, carries 0.43; number 60, H, carries 0.32; number 61, H, carries -0.08; number 62, H, carries 0.35; number 63, H, carries 0.25; number 64, H, carries 0.39; number 65, H, carries 0.19; number 66, H, carries 0.15; number 67, H, carries 0.29; number 68, H, carries 0.03; number 69, H, carries 0.04; number 70, H, carries 0.36; number 71, H, carries 0.10; number 72, H, carries 0.36; number 73, H, carries 0.33; number 74, H, carries 0.29; number 75, H, carries 0.06; number 76, H, carries 0.25; number 77, H, carries 0.15; number 78, H, carries 0.40; number 79, H, carries 0.18; number 80, H, carries 0.24; number 81, H, carries -0.06; number 82, H, carries 0.26; number 83, H, carries 0.31; number 84, H, carries 0.39; number 85, H, carries 0.17; number 86, H, carries 0.31; number 87, H, carries 0.31; number 88, H, carries 0.28; number 89, H, carries 0.15; number 90, H, carries 0.41; number 91, H, carries 0.35; number 92, H, carries 0.27; number 93, H, carries 0.31; number 94, H, carries 0.36; number 95, H, carries 0.42; number 96, H, carries 0.30; number 97, H, carries 0.20